# 1
# C4H33NO12

13 unconnected molecules or ions with the total composition C4H33NO12 (ωB97M-V/def2-TZVPD, OMol25).

Geometry (Å):
C (-1.30409, -1.48646, -0.66564)
C (-0.14324, -0.84379, 0.05397)
C (0.12020, 0.60176, -0.23762)
C (1.11755, 0.90122, -1.11737)
N (-0.38370, 1.62426, 0.60280)
H (-1.02528, -2.02498, -1.57528)
H (-1.74424, -2.19165, 0.01360)
H (-2.12467, -0.96153, -1.12676)
H (-0.17637, -0.88002, 1.16218)
H (0.88782, -1.34885, -0.24860)
H (1.47029, 0.14347, -1.77496)
H (1.80477, 1.80076, -1.29033)
H (-1.21414, 1.64199, 1.09735)
H (0.09668, 2.47740, 0.37026)
H (1.85592, -0.19036, -3.75167)
H (0.78956, 0.74364, -3.87209)
O (1.04384, -0.06225, -4.16548)
H (2.67367, -2.31490, -2.62279)
H (2.39298, -2.14770, -1.15989)
O (2.05988, -2.62463, -1.99434)
H (3.69787, -0.51548, -0.36534)
H (2.66102, -1.35307, 0.66095)
O (3.15853, -1.24254, -0.19459)
H (-2.31286, -1.21774, -3.71170)
H (-1.17396, -0.11957, -3.80738)
O (-2.02783, -0.28220, -4.02971)
H (-2.18292, 1.36536, -0.49919)
H (-2.82408, 1.04468, -1.83904)
O (-3.04812, 1.02541, -0.90597)
H (0.89188, -3.73612, -0.33705)
H (0.94975, -4.24269, -1.75388)
O (0.36448, -4.36023, -1.00557)
H (1.81583, 2.86309, 1.64072)
H (3.27746, 2.81990, 1.56829)
O (2.56573, 3.22309, 2.14555)
H (1.08745, 0.43894, 3.83902)
H (0.94549, 0.96691, 2.43555)
O (1.14313, 0.15103, 2.85555)
H (1.53152, -1.61942, 2.20361)
H (2.82400, -2.32522, 2.94018)
O (2.36804, -2.15093, 2.11592)
H (-3.59298, 2.54084, -0.38038)
H (-4.00849, 2.57092, 1.05865)
O (-3.39751, 3.06910, 0.52343)
H (-2.02404, 2.22673, 3.62987)
H (-1.41709, 3.30611, 2.61113)
O (-1.38888, 2.38677, 2.97193)
H (-2.77973, -0.37576, 2.07941)
H (-2.33104, 0.31872, 3.22156)
O (-2.97008, 0.36597, 2.63115)

Cartesian forces, eV/Å:
-0.4 -1.3 -0.8
1.9 0.0 -0.5
1.7 1.7 -0.2
0.6 1.0 -0.2
3.2 -1.0 -2.2
0.8 -0.5 0.5
-0.3 -0.7 0.1
-0.1 1.3 0.9
-0.5 -0.3 -0.6
-2.7 0.7 0.6
0.1 -0.9 0.2
-1.9 -0.5 0.7
-1.8 -0.1 1.3
-0.8 0.5 0.1
2.1 -0.7 1.0
-1.4 4.1 1.3
-0.8 -3.3 -2.5
1.1 0.3 -1.4
-0.2 -0.7 -1.4
-0.6 0.1 1.6
0.9 1.9 0.4
1.7 0.7 -0.2
-1.4 -2.3 0.6
1.3 2.6 -0.8
4.2 0.0 1.1
-5.4 -2.7 -0.2
-1.7 -0.7 -0.6
-0.1 -0.3 -0.6
1.7 0.7 0.3
-2.0 -2.2 -2.0
0.1 0.1 -0.5
1.4 1.7 2.8
-0.2 0.4 0.5
-0.6 0.9 1.3
0.8 -1.3 -1.8
0.2 -0.9 -2.4
-0.6 1.3 -1.1
0.0 -0.2 3.6
1.4 -0.6 1.0
-0.4 0.4 0.2
-1.3 0.0 -1.0
0.8 1.7 2.6
-0.3 -0.2 0.8
-0.6 -0.8 -2.8
-1.5 0.5 1.1
-0.5 -1.1 0.9
2.2 1.4 -1.5
-0.2 -0.8 -0.9
4.7 -0.2 4.5
-4.8 0.4 -3.8

Properties
Net charge: 0
Frontier orbital gap (eV): 8.5


# 2
# C4H34BO25

A molecular structure, C4H34BO25 (ωB97M-V/def2-TZVPD, OMol25).

Geometry (Å):
O (-1.32149, 1.85368, 1.97993)
C (-0.55785, 1.61841, 1.07380)
O (-0.39628, 0.50754, 0.54683)
B (0.85185, 0.47069, -0.23435)
O (1.10161, 1.90347, -0.35223)
C (0.38266, 2.51328, 0.42183)
O (0.31289, 3.74703, 0.42807)
O (0.77187, -0.18157, -1.49957)
C (1.51556, -1.18268, -1.39422)
O (1.60039, -1.99902, -2.35322)
C (2.10833, -1.26130, -0.17689)
O (1.92013, -0.20120, 0.47802)
O (2.45012, -2.31583, 0.33981)
O (-0.54662, -2.65016, 0.26552)
H (-0.42904, -3.19404, -0.45501)
H (-1.29626, -3.00506, 0.73638)
O (0.61462, -3.31030, -5.50785)
H (0.95454, -2.63087, -4.87794)
H (0.73466, -4.10325, -5.02413)
O (-0.57875, 6.05482, -1.11979)
H (0.00601, 5.38353, -0.76407)
H (-0.67973, 6.77597, -0.51910)
O (-1.99197, -0.78987, 3.24577)
H (-2.03531, -0.06263, 2.62284)
H (-1.16811, -1.23360, 3.15282)
O (2.40297, -4.80479, 1.85633)
H (2.47977, -3.93168, 1.38158)
H (1.59593, -5.24888, 1.50879)
O (0.43372, -1.60146, 2.63534)
H (0.35768, -2.49135, 3.01032)
H (0.23584, -1.90682, 1.76515)
O (-0.84120, -3.84144, -2.42224)
H (-0.04108, -4.04501, -2.86733)
H (-1.14344, -4.70746, -2.10275)
O (3.01796, -1.91630, 3.01391)
H (3.38917, -1.63229, 2.20393)
H (2.06424, -1.63136, 2.84144)
O (0.77052, -0.34552, -4.52012)
H (-0.09245, -0.44366, -4.13091)
H (1.43434, -0.69959, -3.87446)
O (1.69391, 1.21013, 3.07154)
H (2.14048, 0.86691, 2.26320)
H (1.40042, 0.57275, 3.69735)
O (-2.80232, 2.13409, -0.87333)
H (-2.29918, 1.59511, -1.44057)
H (-3.52269, 2.58701, -1.30819)
O (2.33252, -4.45437, -1.68717)
H (2.20757, -3.50376, -1.70050)
H (1.61257, -4.84065, -1.14192)
O (0.51539, 4.95385, 3.08974)
H (0.40132, 4.31336, 3.74984)
H (0.61508, 4.60446, 2.18602)
O (-2.53447, 4.78548, 0.30892)
H (-1.94690, 5.11754, -0.37248)
H (-2.66293, 3.86485, 0.07305)
O (-3.20782, 3.22640, 3.17295)
H (-2.94332, 4.15474, 3.14679)
H (-2.37446, 2.89886, 2.87856)
O (-0.98805, 1.94281, -2.72510)
H (-0.24051, 1.67601, -2.24549)
H (-1.16194, 2.95652, -2.73702)
O (-2.58263, -1.27108, -0.83797)
H (-2.19442, -1.44212, -1.65234)
H (-1.84541, -1.40833, -0.22809)

Cartesian forces, eV/Å:
0.6 -0.1 -0.8
-2.2 2.5 4.2
0.6 -5.7 -2.2
-1.2 2.5 1.3
4.3 -3.1 -3.8
-2.6 7.6 1.5
0.4 -1.4 0.6
-2.0 2.4 -0.1
-1.2 -4.3 -9.8
0.5 1.6 2.6
2.7 -5.1 5.9
0.1 2.6 1.5
0.6 0.9 -1.3
0.3 1.8 2.9
0.4 -2.0 -3.1
-0.6 -0.2 0.3
0.3 1.7 0.3
-0.5 -0.3 -0.9
0.2 -1.4 0.5
-0.2 -0.4 -1.6
0.3 0.0 0.6
0.2 0.4 0.9
-2.0 -0.1 0.6
0.3 0.3 -0.1
1.0 0.2 -0.3
-0.9 0.5 -0.8
-0.1 -1.3 0.7
1.0 0.6 0.3
0.0 -1.0 1.1
0.4 0.0 1.0
-0.2 0.4 -2.1
-1.3 -0.3 1.2
1.4 -0.1 -0.7
-0.1 0.3 -0.3
-1.8 0.4 1.0
1.1 0.2 -1.2
1.6 -0.6 0.6
1.6 -0.3 0.0
-0.4 -0.1 0.4
-1.3 0.4 -0.7
0.7 1.9 -1.8
-0.6 -0.4 1.7
-0.1 -1.3 0.1
-1.1 1.2 2.5
0.5 -0.9 -1.7
0.0 -0.3 -0.5
-0.7 -1.7 0.2
-0.1 0.3 0.0
0.9 0.6 -0.4
0.4 2.3 -1.5
-0.2 -1.8 0.7
-0.4 -0.5 0.8
-0.6 0.2 0.3
0.2 0.2 -0.2
0.1 -0.4 0.2
-0.6 1.3 0.6
-0.7 0.3 0.1
0.8 -1.2 -0.5
-2.4 2.4 -1.9
1.8 0.3 0.8
1.1 -2.8 0.5
-1.1 0.6 2.2
0.9 -0.6 -2.5
-0.3 0.3 -0.1

Properties
Net charge: -1
Frontier orbital gap (eV): 8.2


# 3
# C4H34N2O14

13 unconnected molecules or ions with the total composition C4H34N2O14 (ωB97M-V/def2-TZVPD, OMol25).

Geometry (Å):
O (-2.36044, 1.14717, 0.15860)
C (-2.08755, 0.17485, -0.54090)
N (-1.00361, -0.59887, -0.28986)
C (-0.10042, -0.52314, 0.84694)
C (0.92424, 0.62136, 0.59063)
O (2.10841, -0.10814, 0.20349)
C (-0.90095, -0.28631, 2.17704)
N (-0.42275, -1.09490, 3.25624)
H (-2.54910, 0.10535, -1.51632)
H (-0.90923, -1.43424, -0.86864)
H (0.39925, -1.47140, 0.98020)
H (0.73017, 1.35168, -0.23208)
H (1.00636, 1.19332, 1.53341)
H (2.84772, 0.49231, 0.03876)
H (-0.88631, 0.78691, 2.48414)
H (-1.94188, -0.52959, 1.91138)
H (0.47778, -0.71138, 3.54037)
H (-0.31334, -2.09572, 3.22873)
H (1.93412, -3.47448, -0.38925)
H (0.76469, -4.62625, -0.74194)
O (1.37048, -3.95871, -1.04875)
H (1.83149, -1.72738, -3.77598)
H (2.06040, -1.75060, -2.20019)
O (1.52474, -1.41394, -2.91947)
H (-1.89020, -3.85746, -1.76761)
H (-0.34796, -3.69508, -1.84517)
O (-1.19149, -3.19911, -1.82251)
H (-1.68602, 3.24184, -4.02684)
H (-1.77668, 2.39655, -2.69862)
O (-1.18559, 2.75969, -3.36690)
H (-3.87843, 0.66390, 3.24098)
H (-2.44663, 0.67545, 3.87603)
O (-3.28855, 0.22901, 3.86772)
H (-0.69377, 2.13095, 2.90567)
H (0.81851, 2.28980, 3.42118)
O (-0.10797, 2.50559, 3.57354)
H (-2.79036, 3.58737, -0.32108)
H (-2.80670, 4.01773, -1.82857)
O (-3.22196, 3.46266, -1.16126)
H (2.64891, 2.29083, -2.10894)
H (3.09661, 3.70993, -1.47998)
O (3.27719, 2.77918, -1.54611)
H (0.33958, 2.08181, -3.44029)
H (1.13459, 0.91271, -2.79126)
O (1.22546, 1.82725, -3.09543)
H (2.21873, -1.86506, 0.84161)
H (3.31399, -3.04967, 0.99572)
O (2.37748, -2.80679, 1.01791)
H (4.65631, 2.44776, 1.05138)
H (3.47513, 2.55037, 0.09853)
O (3.71799, 2.26985, 1.02157)
H (-3.93153, -3.46870, 0.51372)
H (-2.51783, -3.13881, 0.00426)
O (-3.04310, -3.81743, 0.44418)

Cartesian forces, eV/Å:
-0.3 -0.4 0.2
1.9 1.9 1.2
-0.8 -1.8 -1.2
-1.4 2.7 0.1
0.5 -0.7 -0.1
0.1 0.2 0.2
-0.6 -0.9 -1.5
1.1 1.2 1.5
-0.4 -1.0 -0.4
0.0 0.3 -0.1
0.0 -0.1 -0.3
-0.6 -0.7 0.7
0.7 -0.3 -0.4
0.0 0.2 0.3
0.0 -1.6 -0.5
0.4 0.1 0.6
-0.2 -0.3 0.3
-0.5 -0.1 -0.8
-1.3 -1.0 0.5
0.4 -0.2 1.2
0.5 0.4 -1.7
0.3 -0.2 0.4
0.2 -0.3 -0.2
-0.6 0.8 -0.1
-0.1 -0.1 -0.1
-0.2 0.7 0.0
0.1 -0.3 -0.1
-0.3 -0.1 0.0
-0.3 0.1 0.0
0.1 0.1 -0.1
0.4 0.2 0.1
0.2 0.3 -0.1
-0.9 -0.4 0.2
0.7 0.5 0.0
-0.3 -0.2 -0.4
-0.2 0.6 0.7
0.4 0.0 0.3
0.1 0.3 0.5
-0.6 -0.2 -1.0
-0.5 0.9 -0.2
-0.6 0.4 -0.6
0.9 -0.8 0.5
0.5 0.0 0.4
0.0 -0.2 -0.3
0.0 -0.5 0.0
0.9 0.4 0.0
-0.2 0.7 0.2
0.1 -0.7 0.2
0.4 0.0 0.2
0.2 -0.4 0.6
-0.5 0.1 -0.5
-0.2 0.2 0.0
0.0 0.1 0.1
0.3 -0.2 -0.1

Properties
Net charge: 0
Frontier orbital gap (eV): 9.0


# 4
# C4H35N2O13

13 unconnected molecules or ions with the total composition C4H35N2O13 (ωB97M-V/def2-TZVPD, OMol25).

Geometry (Å):
N (-0.89760, 0.30849, 1.96876)
C (0.15000, 1.34006, 2.29570)
C (1.19637, 1.67167, 1.14294)
N (0.75530, 1.07384, -0.14921)
C (0.11821, 2.06848, -1.09493)
C (-1.29821, 2.56614, -0.72667)
O (-1.85212, 2.32448, 0.30333)
H (-1.54574, 0.19870, 2.75096)
H (-0.60330, -0.71737, 1.81411)
H (-1.39031, 0.50023, 1.11354)
H (-0.27652, 2.29078, 2.63412)
H (0.86934, 0.90008, 2.99963)
H (2.25932, 1.33083, 1.33286)
H (1.19501, 2.74010, 1.12070)
H (1.56965, 0.78977, -0.67163)
H (0.78507, 3.02213, -1.10162)
H (0.03051, 1.63320, -2.11261)
H (-1.60118, 3.32891, -1.42352)
H (0.17928, 4.77116, 2.59478)
H (-0.10172, 4.79290, 0.89368)
O (0.32376, 4.50019, 1.69328)
H (-0.54589, -2.95620, -3.65674)
H (-0.76016, -1.32439, -3.44616)
O (-0.36337, -2.16071, -3.16076)
H (-0.33414, -2.75433, 4.28913)
H (0.18486, -2.74850, 2.78025)
O (-0.50748, -2.42629, 3.40896)
H (2.64619, 1.61039, -4.05647)
H (2.33212, 0.00643, -3.67259)
O (2.11948, 0.97310, -3.57406)
H (-2.14967, -0.29271, -2.64906)
H (-3.12665, 0.47758, -3.53045)
O (-2.57967, -0.31610, -3.49654)
H (-1.84629, -2.53761, 1.78522)
H (-1.50965, -2.57019, 0.38657)
O (-2.13473, -2.07990, 0.95087)
H (0.28840, -1.88630, -1.23398)
H (1.18597, -1.27375, -0.53434)
O (0.70665, -2.09608, -0.34517)
H (1.03752, -3.20255, 1.24275)
H (2.55075, -3.12640, 1.98698)
O (1.60978, -2.97029, 2.05101)
H (-3.36050, 1.41146, 2.02017)
H (-3.78168, 0.84314, 3.35864)
O (-3.27104, 0.61237, 2.54990)
H (-2.65290, 0.07459, 0.02739)
H (-2.94328, -1.23770, -0.84377)
O (-2.50207, -0.39050, -0.79693)
H (4.60765, -1.07526, -1.25635)
H (4.17697, -0.76127, 0.12766)
O (4.33948, -1.52419, -0.44622)
H (1.48868, -1.96880, -2.88186)
H (2.91696, -2.17885, -2.16146)
O (2.31260, -1.58495, -2.60078)

Cartesian forces, eV/Å:
2.6 -1.9 0.1
1.7 -0.9 -0.2
-0.3 -2.7 -0.1
1.2 4.9 -0.6
-0.8 -0.5 0.0
1.8 0.3 0.6
-0.5 -0.4 0.1
-0.6 0.4 -0.2
0.3 1.6 0.4
-0.4 0.5 0.1
-0.2 -0.6 -0.1
-1.0 0.1 0.6
-1.5 0.0 0.1
-0.2 1.1 -0.5
0.4 -1.5 -0.5
-0.8 -1.6 -0.1
0.6 0.2 0.4
-0.8 0.3 -0.7
-0.9 1.2 -0.3
-0.8 1.3 0.9
1.7 -2.2 -0.6
-0.6 0.3 -0.6
-0.4 -0.9 -1.0
1.1 0.7 1.5
0.2 -0.3 0.1
0.0 0.1 1.7
-0.6 0.6 -1.3
0.4 -0.6 -0.5
0.4 1.5 -0.2
-0.9 -0.7 1.0
-0.3 0.2 0.9
0.0 -0.2 -0.1
0.2 0.0 -0.9
-1.1 0.6 -0.1
-0.4 0.5 -0.5
1.6 -1.6 1.5
-0.8 -2.0 0.6
1.4 -0.4 1.3
-1.0 2.0 -2.1
2.6 0.3 1.1
0.1 -0.5 -0.7
-1.9 0.0 -1.1
-0.2 0.2 -0.2
0.2 -0.5 -0.7
-1.1 0.6 1.2
-0.9 -0.8 -0.1
-0.4 -0.1 0.7
1.0 1.5 -1.1
0.3 -0.2 -0.2
0.2 -0.4 0.2
-0.4 0.7 0.0
-0.6 -1.0 -0.3
-0.2 -0.6 0.1
0.6 1.7 0.0

Properties
<S²>: 0.75
Net charge: +2
Frontier orbital gap (spin up / spin down) (eV): 10.1 / 5.0
2S+1: 2


# 5
# C4H35NO12

13 unconnected molecules or ions with the total composition C4H35NO12 (ωB97M-V/def2-TZVPD, OMol25).

Geometry (Å):
C (0.10756, 1.22688, -0.25398)
N (0.28977, 1.67399, 1.11782)
C (2.92580, 1.60401, 0.72083)
C (1.71004, 1.53518, 1.60673)
C (1.58146, 0.18547, 2.42251)
H (-0.81234, 1.61020, -0.79122)
H (-0.14894, 0.12705, -0.22567)
H (0.92040, 1.28492, -1.15515)
H (-0.09220, 2.63273, 1.21664)
H (3.73904, 0.99789, 1.14491)
H (3.21380, 2.57301, 0.49782)
H (2.68085, 0.97761, -0.21586)
H (1.78511, 2.45669, 2.16123)
H (1.10148, -0.56205, 1.70438)
H (0.93574, 0.32770, 3.45074)
H (2.61075, -0.06605, 2.83230)
H (-2.89692, 0.77608, 2.87734)
H (-3.39023, 2.00736, 2.18359)
O (-3.30889, 1.02032, 2.07332)
H (-1.04635, 4.52261, -0.98915)
H (-1.59818, 3.13476, -1.49510)
O (-1.82349, 4.02356, -0.99969)
H (2.07507, -1.11704, 0.15894)
H (3.38056, -2.25356, 0.38200)
O (3.07395, -1.38988, 0.12964)
H (-2.65597, 0.34229, 0.70647)
H (-2.58691, 0.63798, -0.69720)
O (-2.72358, -0.10523, -0.11523)
H (0.22481, -2.43709, 3.20146)
H (-0.93962, -3.20343, 2.29590)
O (-0.03576, -3.28073, 2.70260)
H (-2.63020, 1.31260, -3.02132)
H (-0.98185, 1.38208, -2.78588)
O (-1.81034, 0.95085, -2.67331)
H (-2.51437, -3.88351, 0.86911)
H (-2.27886, -2.30969, 0.91077)
O (-2.36426, -3.13962, 1.48298)
H (-0.65610, -2.55712, -3.22385)
H (0.57792, -3.00573, -2.56365)
O (0.11758, -3.07271, -3.40056)
H (-1.15489, -0.55598, 2.94058)
H (-0.65337, 0.12279, 4.27877)
O (-1.25215, -0.53136, 3.90102)
H (3.35548, -0.25765, -2.97510)
H (3.09021, -1.42179, -1.89738)
O (3.02042, -1.06884, -2.75032)
H (-1.79352, -0.69571, -2.65496)
H (-1.75004, -1.38975, -1.35546)
O (-1.77857, -1.57607, -2.18483)
H (1.11543, -0.56377, -3.48653)
H (1.00077, 0.55892, -4.49537)
O (1.04392, 0.43884, -3.56361)

Cartesian forces, eV/Å:
-0.5 -1.8 -2.9
0.4 1.4 -2.0
-1.2 -4.1 -1.7
-1.8 -0.3 1.8
0.5 1.2 2.0
1.1 -0.1 1.4
0.4 0.8 -0.2
-1.2 0.4 2.5
0.8 -0.8 -0.1
-0.2 0.6 0.2
0.6 1.8 -0.6
0.7 1.4 0.9
0.2 -0.2 1.4
0.7 0.7 1.5
1.5 -0.3 -3.0
-1.2 -0.4 -0.8
0.8 -0.8 1.6
0.0 -1.4 -0.4
-0.8 2.6 -0.3
2.0 1.1 -0.1
-0.6 2.9 1.5
-1.5 -3.9 -1.4
2.9 -2.0 0.3
-1.1 -0.7 0.5
-1.8 2.2 -0.9
-0.3 0.5 1.9
0.1 0.0 -0.9
0.1 -1.0 -1.3
-1.1 -1.9 -1.1
0.8 0.3 0.7
0.8 1.6 0.7
0.6 0.7 -0.4
0.9 0.8 -1.0
-1.6 -0.8 0.7
0.1 0.6 0.3
-0.4 -1.7 0.9
-0.2 1.3 -1.5
-1.2 0.5 0.4
0.3 -0.2 0.1
1.2 -0.5 -0.5
0.4 0.3 0.2
-0.1 -0.1 -0.5
-0.7 -0.2 0.3
1.4 2.9 0.2
0.9 0.2 2.2
-2.0 -3.4 -2.2
0.0 -1.2 0.9
0.0 2.0 8.3
-0.2 -1.4 -9.2
0.1 1.6 0.2
-0.1 0.3 -1.3
-0.4 -1.5 1.0

Properties
Net charge: 0
Frontier orbital gap (eV): 9.3


Asked for E across the records above, the calculation gives -30740.0118 -56570.3221 -36344.6306 -34294.2247 -30772.8018 eV in order.
Asked for largest force on an atom across the records above, the calculation gives 6.5 10.7 3.1 5.1 9.3 eV/A in order.
Asked for ΔE to the lowest compared entry with this formula, charge and spin across the records above, the calculation gives 144.3 112.6 88.6 75.0 74.0 kcal/mol in order.